{
  "formula": "Cl4Cu2",
  "method": "the ωB97M-V functional and the def2-TZVPD basis",
  "spin_multiplicity": 3,
  "lumo_energy_ev": [-3.30, -4.20],
  "orbital_gap_ev": [6.58, 5.18],
  "symbols": ["Cl", "Cu", "Cl", "Cu", "Cl", "Cl"],
  "positions_angstrom": [[-0.297472, 1.230339, 2.592276], [-2.873337, -3.077787, -1.413226], [-0.628218, -1.822462, -0.793749], [0.342259, 0.305691, 0.283061], [0.370218, 2.814806, -1.393705], [3.086551, 0.549413, 0.725343]],
  "atomic_forces_ev_per_a": [[0.575, -0.650, -1.884], [1.607, 0.993, 0.505], [-1.194, -0.256, -0.213], [0.562, 0.366, 1.513], [0.058, -0.427, 0.341], [-1.607, -0.026, -0.262]],
  "mulliken_spin": [0.34, 0.00, 0.01, 0.20, 0.91, 0.54]
}


{
  "formula": "Cl4Fe",
  "method": "the ωB97M-V functional and the def2-TZVPD basis",
  "spin_multiplicity": 6,
  "lumo_energy_ev": [3.39, 0.67],
  "charge": -1,
  "orbital_gap_ev": [10.11, 7.18],
  "symbols": ["Cl", "Fe", "Cl", "Cl", "Cl"],
  "positions_angstrom": [[-2.455120, 0.640796, -0.058540], [0.032410, -0.261954, 0.083840], [1.436780, 1.817636, -0.173170], [1.112840, -1.005614, 2.138860], [-0.126910, -1.190864, -1.990990]],
  "atomic_forces_ev_per_a": [[1.931, -0.739, 0.437], [-0.048, 1.876, -0.161], [-1.162, -1.671, 0.129], [-1.087, 0.313, -1.714], [0.366, 0.220, 1.309]],
  "mulliken_spin": [0.19, 4.20, 0.23, 0.15, 0.22]
}


{
  "formula": "Cl4Mg",
  "method": "the ωB97M-V functional and the def2-TZVPD basis",
  "lumo_energy_ev": 6.38,
  "charge": -2,
  "orbital_gap_ev": 8.55,
  "symbols": ["Cl", "Cl", "Mg", "Cl", "Cl"],
  "positions_angstrom": [[-17.952887, -15.751459, -16.881098], [-19.316193, -13.082900, -14.452985], [-18.477863, -15.279852, -14.588670], [-20.315762, -16.726209, -13.899865], [-16.590317, -15.772365, -13.365225]],
  "atomic_forces_ev_per_a": [[0.008, 0.009, -0.059], [0.032, 0.230, 0.079], [-0.555, -0.270, -0.371], [0.112, 0.044, 0.002], [0.403, -0.012, 0.349]],
  "nbo_charge": [-0.92, -0.92, 1.68, -0.92, -0.91]
}


{
  "formula": "ClF2HSi",
  "method": "the ωB97M-V functional and the def2-TZVPD basis",
  "lumo_energy_ev": 0.43,
  "orbital_gap_ev": 11.53,
  "symbols": ["H", "Cl", "F", "Si", "F"],
  "positions_angstrom": [[-0.263405, 0.138998, 0.437074], [1.590801, 2.621421, 0.851159], [-0.635868, 2.078013, -1.259274], [0.660188, 1.564809, -0.524441], [1.552816, 1.342327, -1.794738]],
  "atomic_forces_ev_per_a": [[2.127, 2.278, -1.809], [0.402, 0.746, 0.399], [-0.389, 0.915, 0.286], [-3.034, -3.479, 1.037], [0.894, -0.460, 0.087]],
  "nbo_charge": [-0.23, -0.36, -0.66, 1.89, -0.65]
}


{
  "formula": "ClF2O4Sr",
  "method": "the ωB97M-V functional and the def2-TZVPD basis",
  "lumo_energy_ev": 0.91,
  "charge": -1,
  "orbital_gap_ev": 6.37,
  "symbols": ["O", "O", "O", "F", "O", "F", "Sr", "Cl"],
  "positions_angstrom": [[-0.089531, -0.586282, -0.273170], [-0.043791, 0.902297, -2.043820], [0.891229, -1.180592, -2.518520], [1.053399, 1.515118, 1.628360], [-1.380141, -0.831653, -2.102850], [0.181739, 1.011208, 4.480710], [-0.558161, -0.400242, 2.517090], [-0.054741, -0.429852, -1.687800]],
  "atomic_forces_ev_per_a": [[1.860, -1.107, 2.729], [2.138, 4.103, -0.052], [0.340, 0.181, 2.374], [-1.337, -1.681, 0.498], [-0.985, -1.857, -0.149], [-1.201, -1.807, -0.982], [3.007, 3.914, -0.260], [-3.822, -1.746, -4.158]],
  "lowdin_charge": [-0.48, -0.32, -0.36, -0.78, -0.42, -0.82, 1.58, 0.60]
}


{
  "formula": "ClFHOPS",
  "method": "the ωB97M-V functional and the def2-TZVPD basis",
  "lumo_energy_ev": -1.64,
  "orbital_gap_ev": 9.02,
  "symbols": ["Cl", "F", "O", "P", "H", "S"],
  "positions_angstrom": [[-1.130033, -1.831553, 0.222117], [-0.118200, -0.165776, -1.877136], [1.626268, -0.204704, 0.654686], [-0.534312, -0.002276, -0.253329], [1.653318, 0.702430, 0.983834], [-1.497039, 1.501877, 0.269828]],
  "atomic_forces_ev_per_a": [[0.127, 0.287, -0.219], [-0.856, 0.279, 3.419], [-3.950, 0.232, -1.784], [4.706, -1.136, -1.438], [0.076, 0.153, 0.073], [-0.103, 0.184, -0.050]],
  "nbo_charge": [-0.15, -0.54, -0.87, 1.45, 0.45, -0.34]
}


{
  "formula": "ClFHOPS2",
  "method": "the ωB97M-V functional and the def2-TZVPD basis",
  "spin_multiplicity": 3,
  "lumo_energy_ev": [-0.75, -2.67],
  "orbital_gap_ev": [6.15, 7.75],
  "symbols": ["P", "H", "F", "O", "S", "S", "Cl"],
  "positions_angstrom": [[-0.909433, 0.805262, -0.712624], [-2.112853, -0.686052, 0.258161], [2.242338, 0.537811, -0.531540], [-1.736657, 0.083554, 0.442129], [1.105977, -0.622216, 0.202584], [1.701379, -2.477191, 0.051298], [-0.290748, 2.358832, 0.289990]],
  "atomic_forces_ev_per_a": [[-0.954, 0.466, -2.706], [-2.657, -5.314, -1.424], [-1.481, -2.016, 0.794], [2.012, 4.534, 2.566], [2.774, -1.083, -0.255], [-0.099, 1.847, 0.065], [0.405, 1.566, 0.960]],
  "mulliken_spin": [0.78, 0.00, 0.00, 0.05, 0.41, 0.68, 0.08]
}


{
  "formula": "ClFN2O3",
  "method": "the ωB97M-V functional and the def2-TZVPD basis",
  "lumo_energy_ev": -3.10,
  "orbital_gap_ev": 8.47,
  "symbols": ["F", "O", "Cl", "O", "N", "O", "N"],
  "positions_angstrom": [[0.401436, 1.870497, 0.321367], [0.627489, -1.672745, -0.518957], [-2.273520, -0.010784, 0.587509], [-1.089003, 0.376065, -0.859184], [0.076570, 0.479889, -0.680891], [1.447846, -0.347135, 1.032613], [0.809182, -0.695788, 0.117543]],
  "atomic_forces_ev_per_a": [[-0.703, -2.589, -1.749], [0.139, -0.781, 0.396], [0.575, -0.066, -0.192], [-2.315, 0.018, -0.257], [2.237, 3.198, 1.716], [0.041, -0.636, 0.139], [0.026, 0.856, -0.055]],
  "nbo_charge": [-0.40, -0.27, 0.05, -0.15, 0.35, -0.20, 0.62]
}


{
  "formula": "ClFO3S",
  "method": "the ωB97M-V functional and the def2-TZVPD basis",
  "lumo_energy_ev": [-4.98, -5.01],
  "orbital_gap_ev": [4.62, 4.58],
  "symbols": ["S", "O", "O", "F", "Cl", "O"],
  "positions_angstrom": [[-0.918254, -0.401491, 0.104286], [-2.068907, -0.776797, -0.691116], [-0.883444, -0.822861, 1.469906], [-0.871257, 1.278324, -0.073514], [2.710867, 0.716640, 0.156643], [2.030996, 0.006187, -0.966203]],
  "atomic_forces_ev_per_a": [[-0.535, 0.888, -1.742], [1.073, 0.249, 0.291], [0.454, 0.613, 0.338], [0.074, -1.535, 0.734], [1.061, 1.180, 1.860], [-2.128, -1.395, -1.480]],
  "nbo_charge": [2.03, -0.82, -0.82, -0.49, 0.58, -0.48]
}


{
  "formula": "ClFOS",
  "method": "the ωB97M-V functional and the def2-TZVPD basis",
  "lumo_energy_ev": [-2.27, -2.22],
  "orbital_gap_ev": [8.43, 8.47],
  "symbols": ["Cl", "O", "S", "F"],
  "positions_angstrom": [[-0.965407, -1.276256, 1.228597], [-0.709992, 1.689238, -0.571491], [0.447438, -0.045138, 0.628333], [1.173593, -0.961127, -0.501185]],
  "atomic_forces_ev_per_a": [[-0.050, 0.065, -0.094], [1.556, -2.507, 1.619], [-0.818, 1.641, -2.381], [-0.688, 0.800, 0.855]],
  "nbo_charge": [-0.07, -0.45, 0.97, -0.45]
}


{
  "formula": "ClFS",
  "method": "the ωB97M-V functional and the def2-TZVPD basis",
  "lumo_energy_ev": -1.34,
  "smiles": "FSCl",
  "orbital_gap_ev": 8.58,
  "symbols": ["S", "F", "Cl"],
  "positions_angstrom": [[-0.669593, -0.376343, -0.044733], [0.258617, 0.517389, -1.017844], [0.257741, -0.549391, 1.948860]],
  "atomic_forces_ev_per_a": [[0.734, -0.144, 1.599], [0.006, -0.284, 0.799], [-0.740, 0.428, -2.399]],
  "nbo_charge": [0.66, -0.46, -0.20]
}


{
  "formula": "ClH10O5",
  "method": "the ωB97M-V functional and the def2-TZVPD basis",
  "lumo_energy_ev": 3.83,
  "charge": -1,
  "orbital_gap_ev": 9.90,
  "symbols": ["Cl", "O", "H", "O", "H", "O", "H", "H", "O", "H", "H", "H", "H", "O", "H", "H"],
  "positions_angstrom": [[-23.507670, -5.091580, 1.862570], [-23.796540, -4.283180, 4.292380], [-22.386900, -6.387190, 1.919120], [-21.840610, -3.475540, 0.799750], [-24.428480, -6.475120, 1.484230], [-24.983360, -7.107080, 1.027090], [-26.024370, -3.541200, 1.577700], [-22.224490, -2.647450, 1.088080], [-25.588650, -3.649760, 2.423030], [-23.332950, -4.895310, 3.720900], [-24.406960, -7.504500, 0.374350], [-24.774530, -4.108740, 2.216200], [-22.220820, -4.132320, 1.383100], [-21.974070, -7.239740, 2.056840], [-21.832850, -7.583310, 1.174650], [-24.509650, -3.943310, 3.751820]],
  "atomic_forces_ev_per_a": [[0.415, -0.538, -1.098], [0.196, 0.614, 2.360], [0.101, 0.182, 0.026], [1.919, 1.838, -1.460], [-0.027, -0.058, 0.217], [-1.665, -1.818, -0.961], [-0.120, 0.000, -0.074], [-0.060, 0.137, 0.089], [-2.590, 1.775, 0.475], [0.007, 0.000, 0.395], [0.075, -0.089, -0.056], [0.124, -0.132, -0.700], [0.274, 0.067, 0.109], [1.362, -1.964, 0.260], [0.118, -0.131, -0.129], [-0.129, 0.117, 0.547]],
  "nbo_charge": [-0.57, -0.99, 0.44, -0.98, 0.44, -0.98, 0.47, 0.45, -1.00, 0.46, 0.44, 0.43, 0.44, -0.97, 0.44, 0.47]
}


{
  "formula": "ClH2N3",
  "method": "the ωB97M-V functional and the def2-TZVPD basis",
  "lumo_energy_ev": [0.26, -1.57],
  "orbital_gap_ev": [10.16, 5.83],
  "symbols": ["N", "N", "H", "H", "Cl", "N"],
  "positions_angstrom": [[1.467597, 0.821627, 0.083831], [-0.637462, -0.638641, -0.154531], [-0.632406, -1.539640, 0.351632], [1.045675, 0.036741, -0.572670], [-2.223622, -0.129981, -0.605493], [0.980218, 1.449892, 0.897229]],
  "atomic_forces_ev_per_a": [[1.524, 0.454, -0.399], [-0.330, 0.914, 0.575], [-0.900, 0.087, -0.577], [-0.724, 0.412, 0.639], [1.037, -0.992, 0.232], [-0.607, -0.876, -0.470]],
  "nbo_charge": [-0.24, -0.66, 0.33, 0.39, 0.13, 0.05]
}


{
  "formula": "ClH2N3O2",
  "method": "the ωB97M-V functional and the def2-TZVPD basis",
  "lumo_energy_ev": [6.29, 6.28],
  "charge": -2,
  "orbital_gap_ev": [5.72, 7.20],
  "symbols": ["O", "O", "N", "N", "H", "H", "Cl", "N"],
  "positions_angstrom": [[-2.904369, -0.789301, 0.495575], [-0.112397, 1.238201, -2.579748], [0.027259, 0.601046, -1.501343], [-2.032732, -1.098038, -0.365566], [0.630709, -0.238892, -1.480836], [-1.357347, 1.423426, -0.393300], [6.370621, -1.910597, 6.219267], [-0.621744, 0.774155, -0.394050]],
  "atomic_forces_ev_per_a": [[2.288, -1.185, -2.438], [-0.172, 0.402, -1.421], [-0.187, 0.105, 1.476], [-2.492, 1.583, 2.604], [-0.304, 0.679, 0.018], [-1.014, 1.331, -1.076], [0.088, -0.023, 0.074], [1.794, -2.892, 0.762]],
  "nbo_charge": [-0.48, -0.63, 0.08, -0.09, 0.32, 0.32, -1.00, -0.52]
}


{
  "formula": "ClH2NO2S2",
  "method": "the ωB97M-V functional and the def2-TZVPD basis",
  "spin_multiplicity": 3,
  "lumo_energy_ev": [0.40, -3.71],
  "orbital_gap_ev": [6.05, 6.69],
  "symbols": ["H", "O", "S", "Cl", "N", "S", "O", "H"],
  "positions_angstrom": [[0.191527, 0.361699, 1.310550], [-2.469799, -0.843268, -1.635673], [-1.472886, -1.522205, -0.875549], [-1.422626, -3.491380, -1.395471], [-0.273250, 0.149607, 0.539770], [0.349404, 0.426896, -0.820051], [0.039069, -0.998184, -1.558634], [-0.766753, 0.983845, -1.652532]],
  "atomic_forces_ev_per_a": [[2.630, 1.027, 4.262], [-1.917, 1.250, -0.738], [1.636, 0.723, 0.599], [-0.810, -4.135, -0.315], [-3.210, -1.183, -3.221], [-0.881, 1.588, -2.666], [0.799, 0.907, 0.705], [1.753, -0.177, 1.373]],
  "mulliken_spin": [0.01, 0.28, 0.72, 0.51, 0.20, 0.18, 0.10, 0.00]
}


{
  "formula": "ClH2NO2Si",
  "method": "the ωB97M-V functional and the def2-TZVPD basis",
  "lumo_energy_ev": [-3.57, -4.53],
  "orbital_gap_ev": [4.94, 3.15],
  "symbols": ["Cl", "N", "O", "H", "H", "O", "Si"],
  "positions_angstrom": [[-3.445072, -0.936129, 0.387723], [1.424284, 0.358602, 0.464518], [2.345211, 0.499993, 1.262901], [-1.106340, 0.962165, -0.699328], [-0.481164, -1.423867, -0.192416], [1.339417, 0.580741, -0.902041], [-0.076334, -0.041508, -0.321358]],
  "atomic_forces_ev_per_a": [[0.988, 0.236, -0.087], [2.882, 0.306, 3.623], [-2.985, -0.033, -3.954], [0.392, -0.311, 0.476], [0.368, -0.366, -0.080], [3.615, 0.517, 0.243], [-5.261, -0.349, -0.220]],
  "nbo_charge": [-0.75, 0.19, -0.14, -0.10, -0.09, -0.56, 1.46]
}


{
  "formula": "ClH2NO2Si",
  "method": "the ωB97M-V functional and the def2-TZVPD basis",
  "lumo_energy_ev": [-1.73, -1.24],
  "orbital_gap_ev": [9.03, 7.92],
  "symbols": ["O", "Si", "H", "N", "H", "Cl", "O"],
  "positions_angstrom": [[2.888746, -1.189965, 0.213115], [0.420897, -0.674288, 1.037329], [0.336504, 1.520684, -0.632115], [1.725894, -1.515727, 0.075362], [-0.776482, -1.427142, 0.780218], [1.087415, -0.308681, 2.850540], [1.326958, -2.374345, -0.695642]],
  "atomic_forces_ev_per_a": [[-0.029, 0.059, 0.046], [-0.153, 1.945, -2.132], [0.020, -1.215, 1.002], [0.584, -0.453, -0.112], [-0.476, -0.401, 0.318], [0.172, 0.031, 0.957], [-0.118, 0.034, -0.079]],
  "nbo_charge": [-0.37, 1.11, -0.10, 0.21, -0.16, -0.31, -0.38]
}


{
  "formula": "ClH2NO2Si",
  "method": "the ωB97M-V functional and the def2-TZVPD basis",
  "spin_multiplicity": 3,
  "lumo_energy_ev": [0.61, -3.49],
  "orbital_gap_ev": [8.38, 7.38],
  "symbols": ["Si", "H", "O", "N", "Cl", "H", "O"],
  "positions_angstrom": [[-0.499041, -0.350281, -0.373989], [0.004899, -1.705611, -1.102073], [1.389712, -0.503582, 1.140607], [0.820614, 0.435869, 0.603493], [-1.246657, 0.842896, -1.898093], [-1.405117, -0.325312, 0.796850], [0.935590, 1.606020, 0.833205]],
  "atomic_forces_ev_per_a": [[-0.206, -1.292, -1.030], [-0.647, 1.846, 1.207], [1.592, -4.300, 1.505], [-0.662, -0.670, -2.081], [0.433, -0.343, 0.723], [-0.269, -0.489, -0.543], [-0.240, 5.249, 0.218]],
  "mulliken_spin": [0.12, 0.01, 0.59, 0.52, 0.02, 0.03, 0.72]
}


{
  "formula": "ClH2NOS2",
  "method": "the ωB97M-V functional and the def2-TZVPD basis",
  "lumo_energy_ev": -0.36,
  "smiles": "O=[S@H](=S)NCl",
  "orbital_gap_ev": 9.75,
  "symbols": ["S", "N", "Cl", "H", "H", "O", "S"],
  "positions_angstrom": [[-2.404607, 0.100702, 0.443014], [0.445895, 0.370288, 1.036107], [2.024495, 0.734186, 0.298973], [0.247265, -0.579786, 1.364893], [-0.282632, 0.435146, -1.361282], [-0.674198, 2.343927, -0.327645], [-0.772711, 0.903744, -0.096433]],
  "atomic_forces_ev_per_a": [[0.460, -0.016, -0.022], [-0.396, 1.539, -1.536], [-1.066, -0.839, 0.824], [0.623, 0.038, -0.516], [-0.417, -0.135, 1.577], [0.061, -1.489, 0.867], [0.735, 0.901, -1.194]],
  "nbo_charge": [-0.38, -0.81, 0.13, 0.42, 0.05, -0.90, 1.48]
}


{
  "formula": "ClH2O2PS",
  "method": "the ωB97M-V functional and the def2-TZVPD basis",
  "lumo_energy_ev": 0.04,
  "smiles": "OP(O)SCl",
  "orbital_gap_ev": 8.84,
  "symbols": ["O", "S", "H", "P", "Cl", "O", "H"],
  "positions_angstrom": [[0.021874, -0.442232, 0.323524], [3.130859, 0.512298, 0.847399], [-0.019670, -1.324327, -0.129057], [0.823441, 0.861527, -0.205135], [3.418838, -0.910843, -0.558471], [1.046959, 0.605711, -1.805057], [1.835951, 0.998627, -2.179743]],
  "atomic_forces_ev_per_a": [[0.276, -0.461, -1.110], [-1.878, 0.380, -0.954], [0.444, 1.171, 0.330], [0.556, 0.144, 0.930], [0.580, -0.699, -0.304], [-0.412, -0.709, 1.195], [0.434, 0.175, -0.087]],
  "nbo_charge": [-1.02, -0.23, 0.53, 1.41, -0.21, -1.01, 0.52]
}


In eV/Å, the max |F| values for the records above are, in order, 2.07; 2.11; 0.72; 4.73; 5.91; 5.05; 6.11; 4.26; 2.94; 3.37; 2.55; 3.18; 1.64; 3.94; 5.11; 5.28; 2.89; 5.26; 2.21; 2.14.